(1)
ORCA calculation (ωB97M-V/def2-TZVPD) on 2 unconnected molecules or ions with the total composition C4H6N2O at a distorted geometry.

Calculated values
- HOMO level: -9.258 eV
- DFT total energy: -340.621540 hartree
- SMILES: [H]/N=C\O.C=C=C=N
- E_LUMO: -0.413 eV
- Frontier orbital gap: 8.8444 eV
- Energy relative to the best compared isomer or geometry (same formula, charge and spin): 455.18 kJ/mol

```
13
Properties=species:S:1:pos:R:3:forces:R:3
C -2.117 0.388 0.021 0.44 4.12 1.73
C -1.671 -1.867 -0.834 0.76 0.07 1.00
C -1.542 -0.573 -0.541 -0.92 -3.60 -2.38
C 1.841 0.612 0.384 3.42 0.02 3.46
N -2.296 1.577 0.372 -0.17 -1.18 -0.50
N 1.172 -0.225 -0.201 0.03 -1.91 -1.34
O 1.642 1.938 0.580 0.87 -0.42 0.02
H -1.994 -2.455 0.005 -0.58 -0.42 0.25
H -1.319 -2.515 -1.632 0.24 0.87 -0.36
H -2.746 1.674 1.273 -0.25 0.03 0.24
H 2.771 0.181 0.999 -1.91 1.53 -1.19
H 0.464 0.127 -0.795 -1.14 0.53 -0.55
H 0.839 2.174 0.128 -0.79 0.39 -0.37
```
Positions in Å, forces in eV/Å.



(2)
ORCA calculation (ωB97M-V/def2-TZVPD) on a gas-phase ion, C42H48N3O3 (charge +1) at a distorted geometry.

Calculated values
- Total charge: +1
- HOMO level: -10.090 eV
- DFT total energy: -2018.931962 hartree
- E_LUMO: -4.023 eV
- Frontier orbital gap: 6.0668 eV
- Energy relative to the best compared isomer or geometry (same formula, charge and spin): 17.37 kJ/mol

```
96
Properties=species:S:1:pos:R:3:forces:R:3
C -4.874 3.082 -5.181 0.05 -0.69 -0.11
O -4.332 1.750 -5.337 -0.40 -0.03 0.49
C -4.013 1.053 -4.214 0.38 0.38 0.37
C -3.229 -0.117 -4.384 -0.22 0.88 -0.05
C -2.438 -0.532 -3.334 0.06 -0.19 0.21
C -2.464 0.139 -2.095 -0.28 -0.39 0.32
C -1.346 -0.137 -1.053 -3.72 -1.42 1.03
C -1.739 0.504 0.326 -0.13 -1.62 0.13
N -2.096 -0.303 1.328 0.19 1.52 -1.37
C -2.543 -1.705 1.146 0.37 -0.61 0.10
C -3.000 -2.163 2.535 -0.59 -0.17 -0.11
C -2.513 -1.127 3.545 0.39 -0.12 0.45
C -2.119 0.120 2.754 -0.54 0.33 0.70
C -1.834 1.955 0.496 0.07 1.39 0.40
C -0.943 2.904 -0.071 -0.16 -0.42 0.13
C -1.240 4.263 -0.059 -0.11 0.13 0.21
C -2.344 4.748 0.647 0.22 -0.43 -0.10
C -3.198 3.845 1.288 0.02 -0.18 -0.20
C -2.987 2.478 1.156 0.48 -0.18 -0.22
C -3.544 0.981 -1.860 0.21 0.15 0.08
C -4.305 1.496 -2.906 0.08 -0.10 -0.85
H -4.921 3.442 -6.209 -0.13 0.17 0.27
H -5.878 3.040 -4.733 0.26 0.09 -0.19
H -4.216 3.723 -4.572 -0.13 -0.30 -0.18
H -3.138 -0.546 -5.381 -0.01 0.06 0.27
H -1.766 -1.382 -3.482 -0.06 0.40 0.00
H -1.410 -1.228 -0.912 0.25 0.26 0.15
H -3.357 -1.765 0.405 0.44 0.24 0.17
H -1.709 -2.336 0.802 -0.18 0.34 0.00
H -4.093 -2.223 2.553 0.15 0.01 0.00
H -2.632 -3.166 2.760 0.00 0.16 -0.05
H -3.291 -0.880 4.271 0.09 -0.04 -0.12
H -1.665 -1.497 4.130 -0.11 0.07 -0.21
H -1.146 0.530 3.070 -0.30 -0.18 -0.45
H -2.859 0.907 2.944 0.37 -0.38 -0.25
H 0.011 2.587 -0.498 -0.57 0.44 0.19
H -0.582 4.948 -0.600 -0.15 -0.18 0.34
H -2.533 5.815 0.702 0.01 -0.13 -0.02
H -4.053 4.195 1.867 0.19 -0.05 -0.28
H -3.745 1.788 1.533 0.22 0.30 -0.16
H -3.794 1.285 -0.848 0.14 0.24 -0.30
H -5.029 2.296 -2.717 0.28 -0.44 -0.10
C 2.784 0.823 -7.448 -0.50 0.19 0.21
O 1.571 1.329 -6.855 0.28 -0.21 0.30
C 1.219 0.960 -5.595 -0.11 -0.28 0.61
C 0.127 1.664 -5.019 0.72 -0.41 -0.14
C -0.240 1.413 -3.706 0.11 -0.06 -0.21
C 0.343 0.367 -2.967 -0.24 -0.29 -0.05
C 0.017 0.191 -1.459 3.00 1.64 -0.96
C 1.123 -0.552 -0.745 -0.14 -0.32 0.91
C 1.056 -1.029 0.523 0.41 0.36 -0.92
N 2.124 -1.523 1.224 0.10 -0.18 0.11
C 2.022 -1.778 2.651 -0.04 -0.45 -0.29
C 1.647 -0.549 3.475 0.17 0.29 0.14
C 1.421 -0.874 4.935 -0.07 0.19 0.01
C 1.990 -0.057 5.919 -0.11 -0.50 0.06
C 1.849 -0.393 7.268 -0.20 -0.07 -0.15
C 1.099 -1.518 7.633 0.02 0.03 -0.15
C 0.495 -2.311 6.649 0.07 0.26 -0.22
C 0.651 -1.984 5.298 0.21 0.18 0.48
C 3.417 -2.305 2.995 0.52 -0.45 0.71
O 3.829 -2.647 4.103 -0.68 0.51 -1.49
N 4.126 -2.351 1.825 -0.32 0.10 0.85
C 5.510 -2.749 1.826 0.31 0.01 -0.31
C 3.486 -1.700 0.692 -0.21 0.29 -0.09
C 3.548 -2.602 -0.545 -0.01 -0.26 0.17
C 4.159 -0.351 0.386 0.19 0.01 0.22
C 1.296 -0.425 -3.608 0.10 0.22 0.37
C 1.830 -0.076 -4.850 -0.49 0.52 -0.67
H 2.734 1.221 -8.463 0.25 -0.21 0.13
H 3.670 1.220 -6.929 -0.27 -0.15 -0.09
H 2.809 -0.277 -7.467 -0.06 0.34 0.00
H -0.384 2.414 -5.621 0.18 -0.10 0.18
H -1.044 2.019 -3.282 0.23 -0.15 0.03
H 0.206 1.207 -1.099 -0.13 -0.33 -0.49
H 2.116 -0.482 -1.193 -0.73 0.02 0.00
H 0.132 -1.006 1.104 0.33 -0.18 -0.22
H 1.298 -2.595 2.809 0.21 0.23 0.14
H 2.460 0.194 3.378 -0.35 -0.22 0.04
H 0.742 -0.083 3.048 0.32 -0.18 0.01
H 2.571 0.813 5.603 -0.12 -0.28 0.22
H 2.331 0.225 8.029 -0.21 -0.23 -0.20
H 0.983 -1.781 8.686 0.07 0.09 -0.35
H -0.091 -3.191 6.917 0.18 0.25 0.04
H 0.202 -2.608 4.520 0.15 0.09 0.38
H 5.741 -3.205 2.790 -0.10 0.10 -0.14
H 5.686 -3.473 1.026 0.07 0.02 0.11
H 6.166 -1.885 1.667 0.00 -0.13 0.08
H 3.341 -3.641 -0.255 0.03 0.24 -0.13
H 2.824 -2.295 -1.303 0.23 -0.13 0.13
H 4.558 -2.533 -0.968 -0.26 -0.16 -0.02
H 4.265 0.239 1.307 0.01 -0.16 -0.24
H 5.148 -0.542 -0.050 -0.18 0.23 0.15
H 3.574 0.233 -0.328 0.23 -0.07 0.13
H 1.663 -1.328 -3.110 0.09 0.44 -0.12
H 2.707 -0.599 -5.232 -0.41 -0.02 -0.01
```
Positions in Å, forces in eV/Å.



(3)
ORCA calculation (ωB97M-V/def2-TZVPD) on a single C2H5N3OS molecule at a distorted geometry.

Calculated values
- HOMO level: -8.583 eV
- DFT total energy: -716.840511 hartree
- SMILES: N/N=C(/N)C(=O)S
- E_LUMO: 0.140 eV
- Frontier orbital gap: 8.7230 eV
- Energy relative to the best compared isomer or geometry (same formula, charge and spin): 263.07 kJ/mol

```
12
Properties=species:S:1:pos:R:3:forces:R:3
C 0.829 0.441 0.507 -0.05 -1.89 -3.19
C -0.711 0.179 0.390 -0.39 0.41 2.01
H 2.460 -1.551 -1.295 -2.35 0.08 0.13
H 0.766 -1.819 -0.697 2.24 0.80 -1.27
H 0.602 1.695 2.247 1.66 -1.17 -3.05
H 2.193 1.466 1.439 0.20 0.19 0.25
H -0.528 -0.832 -1.739 -0.89 0.44 0.29
N 1.471 -1.156 -1.200 0.19 -0.15 2.24
N 1.765 -0.088 -0.233 -1.21 -0.21 0.44
N 1.195 1.427 1.345 -1.72 1.69 3.33
O -1.360 0.487 1.379 0.52 -0.17 -1.04
S -1.645 -0.491 -0.985 1.79 -0.03 -0.15
```
Positions in Å, forces in eV/Å.



(4)
ORCA calculation (ωB97M-V/def2-TZVPD) on a single C8H15BN2 molecule at a distorted geometry.

Calculated values
- HOMO level: -7.614 eV
- DFT total energy: -448.166956 hartree
- SMILES: CB(c1cccn1C)N(C)C
- E_LUMO: 0.656 eV
- Frontier orbital gap: 8.2704 eV
- Energy relative to the best compared isomer or geometry (same formula, charge and spin): 0.00 kJ/mol

```
26
Properties=species:S:1:pos:R:3:forces:R:3
B 0.316 -0.743 -0.365 2.38 -1.57 1.26
C 1.496 1.876 2.143 -0.37 0.94 -0.09
C 1.797 1.125 0.985 -0.04 -0.01 -0.57
C 0.206 1.623 2.535 -0.41 1.20 2.43
C 0.628 0.329 0.724 1.03 1.36 1.28
C 1.027 -2.234 -0.365 -1.51 0.64 -0.09
C -1.653 0.118 1.799 0.74 1.66 -1.85
C -0.527 -1.362 -2.591 0.47 2.32 0.87
C -0.708 0.926 -1.757 2.54 3.02 2.14
N -0.304 0.711 1.704 -0.48 -0.94 -0.85
N -0.395 -0.402 -1.463 -0.07 -1.41 -1.21
H 2.012 2.730 2.530 0.66 -0.01 0.22
H 2.774 1.378 0.409 -2.09 -1.24 0.81
H -0.358 2.034 3.471 1.03 -0.92 -2.16
H 1.730 -2.306 -1.212 -0.19 -0.01 0.28
H 0.171 -2.948 -0.588 1.28 0.32 0.56
H 1.557 -2.451 0.574 -0.35 -0.16 -0.37
H -2.176 0.343 0.837 0.10 -0.10 0.83
H -1.442 -0.900 1.804 -0.42 -2.06 0.42
H -2.237 0.469 2.640 0.25 0.03 0.15
H -1.197 -0.791 -3.193 -0.82 -0.64 -1.17
H 0.442 -1.403 -3.089 -0.10 -0.52 -0.14
H -0.895 -2.290 -2.217 -0.23 -0.63 -0.28
H -1.688 1.191 -1.722 -3.41 0.24 -0.13
H -0.260 1.622 -0.941 -0.56 -1.24 -1.24
H -0.316 1.354 -2.651 0.58 -0.26 -1.10
```
Positions in Å, forces in eV/Å.



(5)
ORCA calculation (ωB97M-V/def2-TZVPD) on a molecular structure, C20H24BrNOP2Ru at a distorted geometry.

Calculated values
- Spin multiplicity: 5
- Total charge: +2
- HOMO level (spin up / spin down): -13.455 / -15.093 eV
- DFT total energy: -4257.575264 hartree
- E_LUMO (spin up / spin down): -5.694 / -10.617 eV
- Frontier orbital gap (spin up / spin down): 7.7609 / 4.4759 eV

```
50
Properties=species:S:1:pos:R:3:forces:R:3
C -1.720 2.887 -2.076 -0.16 -1.05 0.59
C -1.331 1.735 -1.370 -0.89 0.77 -0.22
C 0.053 1.499 -1.134 0.67 -1.02 0.41
C 1.012 2.402 -1.668 0.43 0.78 -0.72
C 0.593 3.518 -2.402 0.52 -0.36 0.38
C -0.773 3.777 -2.598 0.36 -0.09 0.07
C 2.464 2.113 -1.352 0.14 0.18 -0.11
C 2.724 0.625 -1.402 1.03 0.17 -0.39
C 1.698 -0.199 -0.882 0.21 0.76 0.41
C 1.876 -1.610 -0.846 0.55 -1.30 0.04
C 3.099 -2.155 -1.270 -0.61 0.05 0.22
C 4.121 -1.336 -1.772 -0.30 -0.31 0.12
C 3.921 0.051 -1.851 -0.73 0.99 0.23
H -2.789 3.065 -2.245 0.49 -0.09 0.04
H 1.346 4.202 -2.809 -0.35 -0.29 0.20
H -1.095 4.659 -3.160 0.14 -0.38 0.22
H 3.140 2.669 -2.023 -0.31 -0.25 0.27
H 3.238 -3.242 -1.236 -0.08 0.51 -0.02
H 5.064 -1.778 -2.109 -0.40 0.19 0.13
H 4.712 0.700 -2.245 -0.34 -0.28 0.20
N 0.495 0.365 -0.425 -0.25 1.01 -1.49
Ru -0.050 -0.001 1.558 -0.30 2.10 0.20
C -2.360 0.754 -0.871 0.17 -0.31 0.18
H -2.129 -0.269 -1.226 -0.17 0.43 -0.01
H -3.374 1.031 -1.208 0.43 -0.14 0.23
C 0.728 -2.491 -0.425 -0.10 -0.23 0.04
H -0.158 -2.280 -1.055 0.36 -0.13 0.13
H 0.985 -3.561 -0.529 -0.09 0.47 -0.05
P -2.268 0.660 0.984 -1.36 1.26 -0.03
P 0.135 -2.178 1.309 0.62 -3.98 -0.20
C 1.341 -3.050 2.389 0.09 0.03 -0.19
H 0.999 -2.994 3.436 0.11 -0.02 -0.37
H 1.450 -4.107 2.088 -0.15 0.43 0.13
H 2.307 -2.529 2.305 -0.40 -0.41 0.10
C -1.371 -3.240 1.434 -0.03 0.27 -0.14
H -1.107 -4.308 1.338 -0.05 0.49 0.04
H -1.859 -3.067 2.407 0.21 -0.11 -0.34
H -2.072 -2.966 0.630 0.19 -0.17 0.29
C -2.765 2.367 1.497 0.32 -0.05 -0.03
H -3.650 2.718 0.938 0.32 -0.28 0.23
H -2.985 2.372 2.578 0.11 0.01 -0.42
H -1.921 3.049 1.301 -0.37 -0.19 0.14
C -3.746 -0.335 1.478 0.46 -0.31 0.01
H -3.722 -0.496 2.569 -0.05 0.10 -0.41
H -4.683 0.179 1.202 0.52 -0.11 0.06
H -3.711 -1.317 0.981 -0.09 0.33 0.20
C -0.391 -0.157 3.379 -1.34 -0.26 5.09
O -0.611 -0.257 4.528 0.90 0.30 -4.25
H 2.673 2.466 -0.316 -0.08 -0.15 -0.44
Br 2.466 0.063 2.174 -0.36 0.65 -0.81
```
Positions in Å, forces in eV/Å.



(6)
ORCA calculation (ωB97M-V/def2-TZVPD) on a molecular structure, C36H47N12O3STi at a distorted geometry.

Calculated values
- Total charge: +1
- HOMO level: -10.053 eV
- DFT total energy: -3530.414952 hartree
- E_LUMO: -3.187 eV
- Frontier orbital gap: 6.8662 eV
- Energy relative to the best compared isomer or geometry (same formula, charge and spin): 119.25 kJ/mol

```
100
Properties=species:S:1:pos:R:3:forces:R:3
Ti 0.072 -0.098 -0.209 -0.45 0.11 0.00
O 1.365 2.741 -4.636 0.06 0.13 -0.11
C 0.019 2.609 -4.789 0.10 0.04 -0.07
C -0.676 3.320 -5.762 0.00 0.00 0.00
C -2.047 3.192 -5.880 -0.02 -0.04 0.03
C -2.752 2.358 -5.019 0.11 0.01 0.01
C -2.059 1.661 -4.048 0.04 0.04 0.02
C -0.672 1.765 -3.926 -0.21 -0.20 -0.02
C -0.009 0.968 -2.877 0.03 0.15 -0.15
O -0.657 0.852 -1.752 0.07 0.31 0.34
N 1.144 0.418 -3.047 -0.09 -0.07 0.14
N 1.481 -0.212 -1.845 0.23 -0.08 -0.20
C 2.597 -0.853 -1.918 -0.01 0.04 0.01
C 3.172 -1.620 -0.850 0.12 0.05 0.05
C 4.468 -2.135 -0.959 -0.05 -0.10 0.19
C 4.998 -2.902 0.059 -0.03 0.06 -0.10
C 4.223 -3.172 1.186 -0.07 -0.02 0.06
C 2.939 -2.672 1.319 0.09 -0.11 -0.16
C 2.407 -1.888 0.294 -0.21 0.03 -0.15
O 1.176 -1.428 0.365 0.74 -0.78 0.58
H 1.695 3.344 -5.313 -0.01 -0.04 0.05
H -0.132 3.980 -6.427 0.03 0.03 -0.03
H -2.568 3.748 -6.646 -0.02 0.02 -0.03
H -3.822 2.253 -5.109 -0.05 0.00 -0.01
H -2.579 1.005 -3.364 -0.02 -0.03 0.03
H 3.124 -0.802 -2.870 -0.01 0.01 0.04
H 5.043 -1.934 -1.852 0.06 0.03 -0.10
H 5.996 -3.307 -0.024 0.05 -0.02 0.00
H 4.632 -3.786 1.978 0.02 -0.02 0.03
H 2.333 -2.890 2.188 -0.02 0.01 0.02
C -5.477 -3.109 -0.671 -0.02 -0.01 0.02
C -4.321 -3.556 0.207 -0.06 -0.07 0.16
N -3.028 -3.380 -0.423 0.15 -0.05 -0.14
C -2.366 -2.206 -0.420 -0.01 -0.15 -0.14
S -0.925 -2.109 -1.368 0.15 0.22 0.13
N -2.859 -1.228 0.288 0.17 0.15 -0.02
N -2.077 -0.104 0.244 -0.66 0.02 0.04
C -2.697 0.988 0.524 0.09 0.13 -0.05
C -4.158 1.064 0.837 0.05 -0.08 -0.01
C -1.897 2.221 0.532 -0.05 -0.04 0.00
C -2.504 3.471 0.584 0.17 -0.06 0.00
C -1.711 4.606 0.613 0.04 -0.09 0.00
C -0.339 4.449 0.628 0.03 -0.15 0.00
C 0.188 3.166 0.584 0.01 0.17 0.11
N -0.559 2.069 0.509 -0.42 -0.05 -0.03
H -6.421 -3.201 -0.138 -0.07 -0.02 0.04
H -5.541 -3.714 -1.574 0.01 -0.04 -0.06
H -5.349 -2.070 -0.965 0.02 0.09 0.00
H -4.408 -4.613 0.465 -0.07 0.00 -0.01
H -4.305 -2.992 1.141 -0.01 -0.02 -0.04
H -2.732 -4.054 -1.112 0.03 0.02 0.10
H -4.541 0.083 1.098 0.02 0.01 0.01
H -4.713 1.421 -0.033 -0.03 0.01 -0.07
H -4.339 1.764 1.651 -0.01 0.02 0.06
H -3.578 3.554 0.593 -0.08 -0.02 -0.01
H -2.159 5.588 0.641 -0.04 0.06 0.00
H 0.329 5.295 0.678 0.04 0.06 0.02
H 1.252 3.004 0.650 -0.12 0.05 0.01
C -0.655 -3.369 2.244 0.01 -0.04 -0.20
N -1.578 -2.478 2.904 0.00 0.21 0.00
C -2.352 -3.011 4.008 -0.10 -0.09 0.05
C -2.823 -1.760 4.751 -0.10 -0.06 0.08
N -1.981 -0.706 4.206 0.25 -0.15 -0.04
C -2.466 0.653 4.282 -0.08 0.16 0.01
C -1.272 -1.161 3.114 -0.16 -0.07 -0.04
N -0.433 -0.487 2.395 0.18 0.25 -0.22
C 0.229 0.651 3.014 0.08 0.22 0.16
C 1.701 0.668 2.624 0.09 -0.04 0.21
N 1.969 0.961 1.218 -0.29 -0.20 -0.26
C 3.190 1.257 0.914 0.24 0.19 -0.17
N 4.316 1.230 1.724 -0.22 0.00 -0.07
C 4.638 0.184 2.684 0.02 -0.08 0.08
C 5.431 1.880 1.034 0.12 0.11 0.00
C 5.011 1.841 -0.425 0.09 0.03 -0.06
N 3.566 1.733 -0.320 0.04 -0.04 0.08
C 2.756 2.449 -1.272 -0.19 -0.06 -0.22
H -0.110 -2.827 1.476 -0.02 -0.05 0.07
H 0.050 -3.802 2.964 0.02 -0.01 0.00
H -1.207 -4.179 1.765 0.00 0.00 0.02
H -1.720 -3.647 4.642 -0.02 0.07 -0.04
H -3.187 -3.619 3.649 0.06 0.01 0.05
H -2.705 -1.850 5.833 -0.04 0.01 -0.07
H -3.877 -1.537 4.543 0.07 -0.02 -0.01
H -3.552 0.639 4.406 0.00 0.03 0.01
H -2.241 1.182 3.359 0.00 0.03 -0.02
H -2.032 1.206 5.118 -0.01 -0.02 -0.01
H 0.203 0.583 4.110 0.00 -0.06 -0.06
H -0.234 1.608 2.759 0.09 -0.05 0.05
H 2.103 -0.317 2.890 -0.05 0.02 0.02
H 2.204 1.413 3.255 -0.02 -0.04 -0.03
H 4.491 -0.812 2.265 0.00 0.01 0.03
H 4.066 0.275 3.604 0.00 -0.01 0.01
H 5.688 0.295 2.946 -0.02 -0.03 0.02
H 6.362 1.348 1.227 -0.04 0.02 -0.06
H 5.541 2.911 1.388 0.03 -0.08 -0.03
H 5.427 0.979 -0.962 0.01 0.06 0.04
H 5.287 2.748 -0.963 -0.01 -0.03 0.02
H 1.700 2.225 -1.137 0.18 0.00 -0.03
H 2.904 3.531 -1.187 -0.03 0.02 0.02
H 3.006 2.147 -2.290 0.01 0.01 0.04
```
Positions in Å, forces in eV/Å.



Copy entry 1 word for word.
ORCA calculation (ωB97M-V/def2-TZVPD) on 2 unconnected molecules or ions with the total composition C4H6N2O at a distorted geometry.

Calculated values
- HOMO level: -9.258 eV
- DFT total energy: -340.621540 hartree
- SMILES: [H]/N=C\O.C=C=C=N
- E_LUMO: -0.413 eV
- Frontier orbital gap: 8.8444 eV
- Energy relative to the best compared isomer or geometry (same formula, charge and spin): 455.18 kJ/mol

```
13
Properties=species:S:1:pos:R:3:forces:R:3
C -2.117 0.388 0.021 0.44 4.12 1.73
C -1.671 -1.867 -0.834 0.76 0.07 1.00
C -1.542 -0.573 -0.541 -0.92 -3.60 -2.38
C 1.841 0.612 0.384 3.42 0.02 3.46
N -2.296 1.577 0.372 -0.17 -1.18 -0.50
N 1.172 -0.225 -0.201 0.03 -1.91 -1.34
O 1.642 1.938 0.580 0.87 -0.42 0.02
H -1.994 -2.455 0.005 -0.58 -0.42 0.25
H -1.319 -2.515 -1.632 0.24 0.87 -0.36
H -2.746 1.674 1.273 -0.25 0.03 0.24
H 2.771 0.181 0.999 -1.91 1.53 -1.19
H 0.464 0.127 -0.795 -1.14 0.53 -0.55
H 0.839 2.174 0.128 -0.79 0.39 -0.37
```
Positions in Å, forces in eV/Å.